Entry 1:
Density functional theory data (the ωB97M-V functional and the def2-TZVPD basis) for C29H28AsF6GeNO8PSTi as an isolated structure.

For the energy above the lowest of the compared OMol25 structures with the same formula, charge and spin, the calculation gives 66.1 kcal/mol. Its HOMO-LUMO gap (spin up / spin down) is 0.1726 / 0.2276 Eh. The multiplicity is 2. The value obtained for the total energy is -8279.80044 a.u. The calculation puts the max |F| at 4.705 eV/Å. As for the charge: -2.

Geometry as XYZ:
```
77
Properties=species:S:1:pos:R:3:mulliken_charge:R:1
Ti 1.19 -0.76 -0.75 -0.577
O -4.85 -1.33 -0.43 -0.638
C -3.49 -1.16 -0.51 0.575
C -2.92 -0.12 -1.22 -1.107
C -1.55 -0.03 -1.29 0.277
N -0.76 -0.96 -0.66 3.064
C -1.32 -1.96 0.04 0.369
C -2.67 -2.11 0.14 -1.016
C -0.23 -2.85 0.58 -0.224
O -0.43 -3.79 1.33 -0.782
O 0.91 -2.50 0.09 -0.398
C -0.71 0.83 -2.16 -0.022
O -1.15 1.66 -2.94 -0.854
O 0.55 0.52 -2.00 -0.493
H -5.26 -0.64 -0.97 0.354
H -3.53 0.62 -1.75 0.503
H -3.09 -2.94 0.69 0.521
O 2.62 0.82 -0.40 -0.536
S 3.03 0.44 0.99 1.199
O 4.40 0.09 1.20 -0.637
O 2.02 -0.52 1.47 -0.524
C 2.72 1.91 1.96 0.428
C 3.76 2.62 2.54 -0.543
C 3.45 3.70 3.35 -0.648
C 2.13 4.05 3.56 -0.690
C 1.10 3.35 2.94 -0.409
C 1.38 2.26 2.13 -0.666
P 0.10 1.32 1.17 2.103
C -0.84 0.59 2.56 0.120
C -2.19 0.29 2.40 -0.469
C -2.91 -0.34 3.41 -0.989
C -2.28 -0.68 4.60 -0.771
C -0.93 -0.41 4.76 -0.705
C -0.22 0.22 3.75 -0.856
C -0.92 2.79 0.71 0.630
C -2.05 3.29 1.35 -0.403
C -2.67 4.45 0.90 -0.693
C -2.17 5.12 -0.21 -0.583
C -1.04 4.64 -0.86 -0.600
C -0.42 3.49 -0.40 -0.736
H 4.77 2.30 2.36 0.575
H 4.24 4.27 3.82 0.369
H 1.89 4.88 4.22 0.398
H 0.07 3.63 3.10 0.434
H -2.69 0.54 1.46 0.801
H -3.96 -0.57 3.26 0.437
H -2.84 -1.16 5.39 0.368
H -0.43 -0.69 5.68 0.403
H 0.84 0.42 3.88 0.407
H -2.44 2.78 2.22 0.430
H -3.55 4.82 1.41 0.407
H -2.66 6.03 -0.56 0.350
H -0.66 5.15 -1.73 0.421
H 0.45 3.10 -0.92 0.143
F 3.42 -1.59 -0.69 -0.363
As 4.58 -0.65 -1.77 1.885
F 5.06 0.93 -1.27 -0.399
F 3.28 -0.08 -2.72 -0.422
F 5.70 -0.32 -3.12 -0.543
F 4.47 -2.17 -2.66 -0.485
F 5.88 -1.35 -0.88 -0.501
C -0.87 -4.77 -1.87 -1.315
Ge -0.23 -3.31 -3.03 0.891
C -1.73 -2.29 -3.82 -1.323
C 0.57 -4.34 -4.54 -1.519
C 1.25 -2.20 -2.50 -0.769
H -1.48 -5.45 -2.46 0.411
H -1.45 -4.42 -1.01 0.413
H 0.00 -5.31 -1.48 0.316
H -2.02 -2.72 -4.78 0.534
H -1.42 -1.26 -3.97 0.362
H -2.60 -2.30 -3.16 0.259
H -0.17 -5.00 -5.02 0.387
H 1.39 -4.96 -4.16 0.362
H 0.97 -3.66 -5.29 0.350
H 1.50 -1.48 -3.28 0.483
H 2.10 -2.80 -2.19 0.469
```

Entry 2:
Density functional theory data (the ωB97M-V functional and the def2-TZVPD basis) for C3I3N3O3 as an isolated structure.

For the energy above the lowest of the compared OMol25 structures with the same formula, charge and spin, the calculation gives 0.0 kcal/mol. Its HOMO-LUMO gap is 0.2756 Eh. The value obtained for the total energy is -1397.30982 a.u. The calculation puts the max |F| at 1.470 eV/Å.

Geometry as XYZ:
```
12
Properties=species:S:1:pos:R:3:mulliken_charge:R:1
C -0.70 2.00 -0.10 0.695
C 1.24 -0.62 -1.41 0.610
C 0.01 -1.20 0.61 0.983
N 0.33 2.32 0.40 -0.526
N 0.33 -1.31 1.82 -0.740
N 0.96 -0.75 -0.25 -0.297
O 1.69 -0.42 -2.45 -0.413
O -1.71 1.54 -0.41 -0.413
O -1.21 -1.52 0.19 -0.554
I 1.93 3.43 0.12 0.286
I -0.99 -2.01 3.15 0.094
I -1.87 -1.45 -1.67 0.276
```

Entry 3:
Density functional theory data (the ωB97M-V functional and the def2-TZVPD basis) for one molecule with the formula C5H8O.

For the energy above the lowest of the compared OMol25 structures with the same formula, charge and spin, the calculation gives 58.1 kcal/mol. Its HOMO-LUMO gap is 0.3728 Eh. The value obtained for the total energy is -270.46529 a.u. The calculation puts the max |F| at 3.343 eV/Å. As for the SMILES: CC#CCCO.

Geometry as XYZ:
```
14
Properties=species:S:1:pos:R:3:mulliken_charge:R:1
C -0.46 2.88 0.28 -1.161
C -0.57 1.45 0.32 0.687
C -0.36 0.26 0.46 -0.197
C -0.16 -1.18 0.56 -0.664
C 0.74 -1.65 -0.65 -0.533
O 0.61 -3.04 -0.71 -0.465
H 0.56 3.22 0.36 0.302
H -1.01 3.37 1.14 0.271
H -0.84 3.22 -0.67 0.300
H 0.32 -1.44 1.50 0.274
H -1.16 -1.62 0.72 0.269
H 1.75 -1.29 -0.31 0.245
H 0.49 -1.00 -1.49 0.369
H 0.10 -3.19 -1.49 0.303
```